# 1
ORCA calculation (ωB97M-V/def2-TZVPD) on a molecular structure, C14H17O2RhS5Si2.

Structure (XYZ):
```
41
Properties=species:S:1:pos:R:3:mulliken_charge:R:1
Rh -0.42592 0.19183 -0.45028 -0.260
C 2.29735 0.48105 -2.49512 -1.179
Si 1.80863 0.36476 -0.67824 1.246
C 2.60468 1.87876 0.13438 -1.241
C 2.70996 -1.15533 0.03371 0.136
C 4.09421 -1.23886 0.21058 -0.475
C 4.68369 -2.38799 0.71784 -0.517
C 3.88884 -3.47973 1.05361 -0.587
C 2.51394 -3.40720 0.88021 -0.352
C 1.90742 -2.25359 0.37433 0.407
Si 0.03189 -2.03136 0.10456 0.832
C -0.75191 -2.66161 1.73156 -1.334
C -0.47128 -3.40356 -1.11281 -1.342
H 3.38919 0.48112 -2.59550 0.357
H 1.90568 1.41052 -2.91922 0.198
H 1.87730 -0.35029 -3.06334 0.264
H 3.66102 1.93825 -0.15306 0.364
H 2.54018 1.83313 1.22235 0.247
H 2.10516 2.78879 -0.20574 0.305
H 4.72385 -0.39076 -0.04585 0.257
H 5.75954 -2.43531 0.85452 0.350
H 4.34334 -4.38140 1.45237 0.341
H 1.90206 -4.26461 1.14872 0.231
H -0.46053 -3.69878 1.93164 0.337
H -1.84265 -2.62639 1.64995 0.309
H -0.46463 -2.05029 2.58908 0.322
H -0.17751 -4.38004 -0.70860 0.372
H 0.00472 -3.25798 -2.08008 0.328
H -1.55557 -3.40888 -1.26335 0.300
S -0.36960 6.19959 3.70532 -0.395
C -0.42361 4.83661 2.73173 0.092
S -0.09727 3.24807 3.28796 -0.136
C -0.36573 2.38191 1.79224 0.170
C -0.69855 3.14271 0.72496 0.118
S -1.00258 2.54115 -0.87034 -0.405
S -0.80472 4.85895 1.06071 -0.145
S -0.21612 0.64018 1.76703 -0.603
O 0.06993 -1.61750 -3.68326 -0.593
C -0.91809 -0.95326 -3.38012 -0.159
O -1.10431 -0.15221 -2.41442 -0.530
H -1.80078 -0.99598 -4.06565 0.370
```

Output
LUMO level = 4.43 eV
Total charge = -2
Energy relative to the best compared isomer or geometry (same formula, charge and spin) = 0.00 kcal per mole

---

# 2
ORCA calculation (ωB97M-V/def2-TZVPD) on 3 unconnected molecules or ions with the total composition C14H18BrFNO10P.

Structure (XYZ):
```
46
Properties=species:S:1:pos:R:3:mulliken_charge:R:1
C -1.25881 0.32254 -0.91494 -1.362
C -2.00481 0.62092 0.37066 0.343
Br -1.44735 2.36186 1.06495 -0.194
C -1.87740 -0.44353 1.45322 -0.793
O -0.59904 -1.13025 1.48500 -0.094
P -0.36152 -2.47530 0.71353 1.042
O -1.49292 -3.19346 0.15594 -0.744
O 0.75973 -1.96239 -0.38625 -0.101
F 0.67046 -2.81136 -1.51178 -0.170
O 0.52127 -3.30437 1.74104 -0.385
C 1.71998 -2.81317 2.25539 0.701
C 1.71534 -2.18628 3.48091 -0.266
C 2.93090 -1.75388 3.98053 -0.407
N 4.08767 -1.91411 3.34464 -0.595
C 4.05877 -2.52959 2.16740 -0.386
C 2.90225 -3.00341 1.57200 -0.318
H -0.18334 0.31378 -0.74581 0.273
H -1.57287 -0.66177 -1.28369 0.144
H -1.49723 1.05281 -1.68747 0.650
H -3.07037 0.72655 0.16307 0.307
H -1.96256 0.00999 2.44090 0.409
H -2.67171 -1.18495 1.34278 0.425
H 0.79307 -2.04221 4.02911 0.393
H 2.96850 -1.25735 4.94630 0.368
H 5.01125 -2.66141 1.66089 0.357
H 2.92713 -3.50332 0.61217 0.402
C -2.25294 -2.48947 -4.78177 -0.269
C -3.72958 -2.13474 -4.74783 -0.313
O -3.71993 -0.87794 -4.06194 -0.339
C -2.49682 -0.31801 -4.20046 0.726
O -2.21344 0.78221 -3.85472 -0.555
O -1.63490 -1.19757 -4.75676 -0.326
H -1.94733 -3.02173 -5.67778 0.314
H -1.93715 -3.04343 -3.89626 0.212
H -4.14511 -1.98422 -5.74529 0.264
H -4.34110 -2.84427 -4.19828 0.291
C 2.47848 5.73154 0.89044 -0.310
C 2.18269 4.38920 1.53697 -0.246
O 0.97042 4.65977 2.24455 -0.292
C 0.34872 5.71075 1.65779 0.641
O -0.75574 6.06604 1.90163 -0.509
O 1.17115 6.29470 0.75372 -0.333
H 2.94697 5.65700 -0.08673 0.290
H 3.07350 6.38073 1.53497 0.248
H 1.98927 3.60547 0.80257 0.216
H 2.94645 4.05759 2.23468 0.291
```

Output
LUMO level = 0.00 eV

---

# 3
ORCA calculation (ωB97M-V/def2-TZVPD) on a molecular structure, C14H18Cl2N2OsS.

Structure (XYZ):
```
38
Properties=species:S:1:pos:R:3:mulliken_charge:R:1
Os 0.91929 0.83667 0.33323 1.293
Cl 3.16239 0.84970 0.53311 -0.433
Cl 0.16852 0.43767 2.54456 -0.635
C -0.27844 -3.02236 3.28733 -0.669
H 0.76444 -2.99889 3.61797 0.261
H -1.05979 -2.63835 3.96545 0.261
C 0.79535 -0.22066 -1.12616 -0.599
C -0.61529 -3.58143 2.15203 -0.187
H -0.37323 -0.35915 -1.18247 0.280
C 0.35577 -3.94947 1.00486 -0.631
H -1.67782 -3.47352 1.81671 0.229
C 1.61020 -3.06314 0.69672 -0.292
H 0.70552 -4.99719 1.11585 0.326
H -0.31035 -3.99162 0.12611 0.305
C 1.94429 -2.74452 -0.79675 -0.758
H 1.67046 -2.11800 1.25588 0.163
H 2.49408 -3.63243 1.07408 0.334
C 1.42026 -1.51911 -1.62779 -0.665
H 3.03564 -2.64113 -0.82585 0.419
H 1.75838 -3.65056 -1.40094 0.287
H 2.25888 -1.20781 -2.28521 0.225
H 0.68192 -1.93308 -2.33997 0.364
N -2.54831 0.45831 1.18490 -0.198
C -2.20563 1.55964 0.50747 0.544
N -0.92096 1.77210 0.10916 -0.300
C -0.78666 2.86172 -0.74657 0.763
C 0.44534 3.29609 -1.20065 -0.579
C 0.52589 4.45704 -1.97235 -0.984
C -0.67860 5.13849 -2.21195 -0.489
C -1.93178 4.70238 -1.71799 -0.309
C -2.00207 3.52738 -0.97954 0.273
S -3.36010 2.67104 -0.19852 -0.228
H -3.49810 0.30013 1.49648 0.272
H -1.81508 0.03098 1.75519 -0.072
H 1.32500 2.67628 -0.92395 0.308
H 1.48382 4.82086 -2.35830 0.395
H -0.62540 6.06529 -2.78272 0.343
H -2.83782 5.28067 -1.89941 0.384
```

Output
Spin multiplicity = 5
LUMO level (spin up / spin down) = 0.07 / -0.86 eV
Energy relative to the best compared isomer or geometry (same formula, charge and spin) = 0.00 kcal per mole
<S²> = 6.015

---

# 4
ORCA calculation (ωB97M-V/def2-TZVPD) on 7 unconnected molecules or ions with the total composition C14H18Cl4O11.

Structure (XYZ):
```
47
Properties=species:S:1:pos:R:3:mulliken_charge:R:1
C 0.05734 7.59505 0.27730 -0.594
C -0.30868 6.34101 0.70587 0.369
C -1.36066 5.47189 0.11529 0.497
O -1.61995 4.20047 0.27484 -0.590
C -2.16786 6.27826 -0.90843 -0.769
C -1.89340 7.52750 -1.30290 0.438
C -0.66304 8.27801 -0.73794 0.850
O -0.25685 9.40334 -1.15141 -0.622
O -2.58778 8.19813 -2.24207 -0.518
O 0.42350 5.74512 1.71432 -0.518
H 0.68415 8.24142 0.87371 0.386
H -2.96822 5.78143 -1.43662 0.397
H -2.21000 9.08054 -2.22642 0.336
H 0.45560 4.79260 1.59906 0.341
C 5.49346 -0.53203 -4.96753 -0.864
C 4.53310 -1.35909 -4.46012 0.509
C 3.21843 -0.96829 -3.92635 0.606
O 2.26096 -1.69177 -3.74820 -0.608
C 3.13547 0.40631 -3.74907 -0.518
C 4.11360 1.27667 -4.05580 0.333
C 5.38369 0.88017 -4.83429 0.629
O 6.22923 1.65746 -5.21564 -0.576
O 3.95474 2.57710 -3.75664 -0.497
O 4.64525 -2.71696 -4.53356 -0.516
H 6.42440 -0.95330 -5.31722 0.421
H 2.20424 0.84823 -3.42672 0.409
H 4.79405 3.03711 -3.83117 0.336
H 3.93205 -3.16189 -4.06989 0.336
O -6.07069 -1.07777 3.73227 -0.637
H -5.48486 -1.76095 3.40622 0.317
H -6.92112 -1.50953 3.81347 0.320
O -2.54266 -2.37247 0.48314 -0.641
H -2.26981 -1.45647 0.43094 0.322
H -1.81198 -2.81637 0.91358 0.319
O -7.23421 -4.35651 -0.64823 -0.642
H -7.13313 -5.30195 -0.53791 0.317
H -6.34459 -4.03568 -0.79609 0.325
C 2.06549 -9.29084 2.49941 -0.227
Cl 3.50426 -8.87414 3.44266 -0.134
Cl 1.46628 -7.92402 1.45336 -0.157
H 2.22121 -10.17429 1.88024 0.280
H 1.25000 -9.40973 3.21280 0.238
C -2.22430 -5.07120 8.28804 -0.238
Cl -1.47956 -6.60632 8.90350 -0.151
Cl -1.66692 -4.68755 6.57801 -0.145
H -3.28422 -5.30291 8.39272 0.264
H -1.94599 -4.20568 8.88930 0.270
```

Output
LUMO level = -2.19 eV
Energy relative to the best compared isomer or geometry (same formula, charge and spin) = 0.00 kcal per mole

---

# 5
ORCA calculation (ωB97M-V/def2-TZVPD) on a molecular structure, C14H18InO20S4.

Structure (XYZ):
```
57
Properties=species:S:1:pos:R:3:mulliken_charge:R:1
In -1.60281 -7.08799 3.94051 1.000
C -4.86131 -1.16486 -1.35386 -0.304
C -3.92015 -1.81233 -0.45004 0.424
C -2.43958 -1.18512 -0.36258 0.405
O -1.59022 -1.71284 0.32124 -0.520
C -2.18036 0.01230 -1.11013 -0.211
C -3.21888 0.64700 -1.85145 0.461
C -4.54434 -0.06117 -2.08440 0.334
O -5.39491 0.41953 -2.94624 -0.512
O -2.98093 1.91249 -2.12883 -0.486
O -4.20081 -2.80696 0.31422 -0.575
H -5.78032 -1.70288 -1.53374 0.474
H -1.26835 0.58376 -1.02028 0.511
C 0.49222 -5.05093 -6.65194 -0.300
C -0.48842 -3.92275 -6.06023 -0.267
O -1.33101 -4.64148 -5.21795 -0.293
S -0.93198 -6.21253 -4.95455 1.092
O -1.70481 -7.15025 -5.75302 -0.517
O -0.87183 -6.44998 -3.52482 -0.518
O 0.56015 -6.02392 -5.70591 -0.323
H 1.46562 -4.60950 -6.86578 0.291
H 0.06651 -5.61130 -7.48432 0.305
H -1.06016 -3.25660 -6.70633 0.283
H 0.01074 -3.24805 -5.36472 0.246
C -4.13804 2.64864 6.19239 -0.163
C -5.26141 2.27964 5.24429 -0.342
O -5.71144 0.98148 5.32314 -0.301
S -4.80724 0.09529 6.33662 1.062
O -3.72956 -0.62820 5.61759 -0.516
O -5.68141 -0.65335 7.28659 -0.511
O -4.20034 1.46536 7.04578 -0.343
H -4.32096 3.43437 6.92537 0.261
H -3.20062 2.79231 5.65507 0.221
H -4.70266 2.22400 4.31005 0.292
H -5.88135 3.17003 5.13944 0.339
C 5.08745 0.64208 5.09141 -0.166
C 3.81475 1.44567 4.77085 -0.315
O 2.99169 1.55810 5.93153 -0.299
S 3.31467 0.28406 6.86521 1.107
O 2.74113 -0.96321 6.21895 -0.575
O 3.09527 0.49488 8.24693 -0.494
O 4.90436 0.29642 6.47065 -0.325
H 5.84105 1.42788 5.14337 0.268
H 5.33492 -0.08012 4.31342 0.282
H 3.28001 1.08040 3.89408 0.248
H 4.02402 2.50754 4.64155 0.270
C 5.22196 4.95559 -5.28369 -0.272
C 3.94202 4.12438 -5.35925 -0.245
O 4.44746 2.82841 -4.95156 -0.380
S 5.70242 2.93693 -3.79801 1.117
O 6.69743 1.90704 -4.09449 -0.505
O 5.18209 3.13941 -2.45062 -0.517
O 6.08148 4.35491 -4.34441 -0.298
H 5.07139 5.92244 -4.80345 0.243
H 5.82704 4.96782 -6.19024 0.271
H 3.49538 4.21130 -6.34974 0.288
H 3.31298 4.28489 -4.48367 0.299
```

Output
LUMO level = -6.86 eV
Total charge = +1
Energy relative to the best compared isomer or geometry (same formula, charge and spin) = 116.63 kcal per mole

---

# 6
ORCA calculation (ωB97M-V/def2-TZVPD) on a molecular structure, C14H18KN4.

Structure (XYZ):
```
37
Properties=species:S:1:pos:R:3:mulliken_charge:R:1
K -0.18350 -0.60472 -2.01624 0.802
C 5.65790 0.18495 -2.75631 -0.441
C 5.63461 0.42628 -1.38671 -0.615
C 4.44834 0.35199 -0.67997 -0.173
C 3.27027 0.03344 -1.35074 0.651
C 3.29341 -0.20747 -2.71526 -0.176
C 4.48497 -0.13119 -3.42216 -0.728
N 1.99642 -0.09451 -0.70957 0.036
N 2.00039 0.15601 0.50189 -0.218
C 0.77830 -0.03422 1.24030 0.383
C 0.98500 0.22151 2.59550 -0.296
C -0.01681 -0.02257 3.52454 -0.731
C -1.20271 -0.57495 3.07603 -0.588
C -1.38259 -0.79760 1.70441 -1.012
C -0.44021 -0.51107 0.70178 -0.522
H 6.59090 0.24165 -3.30063 0.383
H 6.55196 0.67030 -0.86776 0.368
H 4.41779 0.52980 0.38494 0.422
H 2.38032 -0.45556 -3.24488 0.089
H 4.49678 -0.32120 -4.48698 0.357
H 1.95265 0.59130 2.91166 0.427
H 0.14836 0.16775 4.57624 0.385
H -1.97179 -0.85941 3.78768 0.475
H -2.30187 -1.33185 1.42821 0.809
N -3.75673 0.95039 1.18363 -0.087
C -4.70230 -0.00772 0.50272 -0.442
C -4.40702 -0.10597 -0.99536 -0.817
N -3.01919 -0.40476 -1.30863 -0.425
H -4.01985 1.09483 2.15887 0.422
H -3.74678 1.86373 0.72775 0.379
H -2.77911 0.56258 1.20798 -0.201
H -5.71690 0.34226 0.68569 0.418
H -4.56223 -0.96451 1.00345 0.356
H -4.68049 0.82935 -1.48980 0.360
H -5.06102 -0.87393 -1.40766 0.356
H -2.70586 -1.24670 -0.83442 0.288
H -2.43140 0.33181 -0.93019 0.307
```

Output
LUMO level = -3.05 eV
Total charge = +1
Energy relative to the best compared isomer or geometry (same formula, charge and spin) = 2.21 kcal per mole

---

# 7
ORCA calculation (ωB97M-V/def2-TZVPD) on C14H18N2O4 in the gas phase.

Structure (XYZ):
```
38
Properties=species:S:1:pos:R:3:mulliken_charge:R:1
C -2.75233 4.43522 2.67248 -1.170
C -1.75622 4.00183 1.61156 -0.208
H -1.01378 4.78579 1.43079 0.272
H -2.25317 3.75339 0.66805 0.300
O -1.04893 2.84749 2.08005 -0.229
C -0.86307 1.84603 1.25859 0.566
O -1.21431 1.79297 0.09921 -0.682
C -0.11380 0.67807 1.93255 0.596
O 0.30080 0.73488 3.06746 -0.659
N -0.00517 -0.34152 1.05299 -0.002
C 0.55807 -1.60937 1.22284 0.476
C 1.05918 -2.02794 2.45231 -0.591
C 1.56970 -3.30504 2.59533 -0.605
C 1.57171 -4.18614 1.52675 -0.621
C 1.07262 -3.77674 0.30339 -0.742
C 0.58426 -2.48882 0.13066 0.570
C 0.06748 -2.10614 -1.22408 0.274
O -0.76258 -2.75861 -1.82073 -0.636
N 0.60751 -0.95990 -1.71046 -0.150
H 1.40629 -0.55533 -1.24547 0.353
C 0.28890 -0.43282 -3.02605 0.193
C 1.33899 -0.86903 -4.04692 -1.417
H 2.31915 -0.48060 -3.77498 0.331
H 1.07904 -0.49571 -5.03342 0.403
H 1.39103 -1.95418 -4.08863 0.358
C 0.18179 1.08579 -2.94510 -1.275
H -0.15768 1.48580 -3.89618 0.433
H -0.52260 1.38179 -2.17178 0.246
H 1.15329 1.52121 -2.71592 0.344
H -0.67898 -0.86849 -3.29371 0.323
H 1.05659 -4.45016 -0.54025 0.472
H 1.95615 -5.18739 1.64566 0.396
H 1.95766 -3.61504 3.55375 0.401
H 1.03932 -1.34852 3.28806 0.543
H -0.43191 -0.15838 0.14580 0.139
H -3.49268 3.65683 2.83751 0.314
H -3.25655 5.34131 2.34929 0.386
H -2.23575 4.62746 3.60860 0.298
```

Output
LUMO level = 0.26 eV
Energy relative to the best compared isomer or geometry (same formula, charge and spin) = 0.00 kcal per mole

---

# 8
ORCA calculation (ωB97M-V/def2-TZVPD) on a molecular structure, C14H18N2O4S.

Structure (XYZ):
```
39
Properties=species:S:1:pos:R:3:mulliken_charge:R:1
C -4.01922 3.73381 -0.08531 -0.751
H -4.96557 3.20712 -0.32896 0.300
O -3.05407 3.06984 0.64287 -0.338
C -2.80001 1.87638 0.30097 -0.492
C -1.96367 1.43755 1.32704 -0.256
H -0.96404 1.78563 1.51013 0.330
H -2.47173 1.34302 2.57241 0.158
O -1.62461 -0.05847 1.24937 -0.382
N -0.81203 -0.45780 0.22908 0.448
C 0.38817 -0.74969 0.48198 0.290
N 1.49224 -1.24131 -0.28327 -0.451
C 1.03565 -1.33533 -1.58325 0.032
C 1.68870 -1.69433 -2.63408 0.187
C 1.46766 -2.20370 -3.84862 -0.772
C 0.10865 -1.86652 -4.27975 -0.844
C -0.91056 -1.59656 -3.17073 -0.386
C -0.63552 -1.24575 -1.98581 0.337
C -1.51752 -0.82599 -0.93879 -0.112
O -2.54071 -0.68999 -1.34580 -0.391
H -1.88878 -1.52037 -3.47187 0.593
H -0.18732 -2.10331 -5.24189 0.433
H 2.19136 -2.56838 -4.39736 0.559
H 2.92721 -2.05828 -2.22760 0.051
S 0.87084 -0.58367 2.32029 -0.008
C 2.91356 -0.58922 1.93294 -0.899
C 3.34729 0.43525 1.27764 -0.451
O 2.77227 1.82101 1.80202 -0.383
C 3.49497 1.99831 3.05734 -0.857
H 4.37816 1.88556 3.36224 0.498
H 2.74807 1.42279 3.87747 0.190
H 3.22409 3.09963 3.21188 0.273
H 4.47024 0.48350 1.41087 0.364
H 3.09748 0.39938 0.27906 0.380
H 2.90910 -0.70884 3.11054 0.410
H 2.80381 -1.57798 1.55528 0.599
H -2.10308 1.77295 -0.63842 0.166
H -3.60309 1.35965 0.13047 0.585
H -4.25068 4.58994 0.48718 0.276
H -3.48343 3.91838 -1.05743 0.314
```

Output
LUMO level = 0.34 eV
Energy relative to the best compared isomer or geometry (same formula, charge and spin) = 383.32 kcal per mole